# 1
Entry from the OMol25 dataset: a 3-piece molecular cluster, C32H50BrFN2O13 overall at a distorted geometry (ωB97M-V/def2-TZVPD).

Structure (XYZ):
```
99
C32H50BrFN2O13, DFT ωB97M-V/def2-TZVPD
C -3.08 7.24 -5.85
C -3.71 6.22 -6.91
O -3.23 6.21 -8.08
O -4.79 5.30 -6.60
C -4.12 4.18 -5.94
C -5.11 3.02 -5.42
C -4.39 2.27 -4.18
C -4.13 0.69 -4.44
C -3.58 -0.01 -3.07
C -1.96 -0.11 -3.04
C -1.37 -0.68 -1.66
C -0.96 0.45 -0.59
C 0.04 1.56 -1.17
C -0.44 2.88 -1.90
O -1.86 3.11 -2.01
N -2.39 3.48 -0.80
O -1.78 4.37 -0.30
C 0.55 3.94 -2.50
C 2.11 3.74 -2.36
Br 3.45 5.02 -3.02
C 2.56 2.46 -1.63
C 1.57 1.40 -1.03
C 2.49 0.28 -0.35
O 2.33 -0.95 -0.17
N 3.70 1.09 0.00
C 3.51 1.87 1.27
C 4.04 3.38 1.22
O 3.24 4.28 1.61
F 5.32 3.81 0.79
C 4.00 1.88 -1.23
O 5.10 1.98 -1.80
H -1.99 6.92 -5.64
H -3.04 8.30 -6.27
H -3.61 7.22 -4.82
H -3.34 3.69 -6.64
H -3.50 4.64 -5.07
H -5.49 2.33 -6.24
H -6.03 3.56 -4.98
H -4.97 2.44 -3.20
H -3.34 2.74 -4.09
H -5.06 0.18 -4.85
H -3.25 0.65 -5.20
H -4.01 0.53 -2.15
H -4.02 -1.08 -3.10
H -1.69 -0.90 -3.85
H -1.46 0.87 -3.40
H -2.10 -1.40 -1.13
H -0.44 -1.31 -1.91
H -1.92 1.00 -0.27
H -0.45 0.02 0.36
H 0.11 4.87 -3.03
H 2.39 1.88 1.57
H 4.07 1.36 2.15
C 3.56 0.85 8.12
O 3.01 -0.07 7.19
C 1.87 -0.77 7.68
C 0.69 -0.70 6.70
O 0.12 0.60 6.51
C 0.91 1.57 5.83
C 1.28 1.25 4.38
O 2.21 0.17 4.31
C 1.90 -0.79 3.32
H 4.28 0.33 8.76
H 4.07 1.63 7.57
H 2.79 1.32 8.75
H 1.55 -0.40 8.66
H 2.16 -1.82 7.80
H -0.12 -1.31 7.13
H 0.93 -1.16 5.75
H 1.80 1.82 6.42
H 0.31 2.48 5.82
H 1.77 2.13 3.94
H 0.37 1.04 3.81
H 0.83 -0.93 3.20
H 2.34 -1.74 3.63
H 2.35 -0.49 2.37
C -1.22 -4.07 1.16
O -0.18 -4.47 0.28
C 1.13 -4.17 0.76
C 2.05 -5.38 0.72
O 1.71 -6.46 1.60
C 0.51 -7.19 1.32
C 0.48 -7.95 0.00
O 0.42 -7.06 -1.11
C 1.29 -7.39 -2.18
H -1.50 -3.03 0.94
H -2.08 -4.71 0.99
H -0.93 -4.15 2.21
H 1.10 -3.76 1.78
H 1.53 -3.39 0.09
H 3.04 -5.05 1.04
H 2.19 -5.75 -0.30
H -0.36 -6.54 1.43
H 0.43 -7.92 2.12
H -0.42 -8.57 -0.03
H 1.36 -8.61 -0.07
H 2.23 -7.82 -1.82
H 1.52 -6.47 -2.72
H 0.80 -8.09 -2.86
```

Values from the calculation:
SMILES: CC(=O)OCCCCCCCCc1c(ON=O)cc(Br)c2c1C(=O)N(CC(=O)F)C2=O.COCCOCCOC.COCCOCCOC
Total energy, a.u.: -5010.2745

These are the Löwdin partial charges, in e, on atoms 1 to 4: -0.02 -0.40 0.05 -0.08



# 2
Entry from the OMol25 dataset: C4H7NO as an isolated structure at a distorted geometry (ωB97M-V/def2-TZVPD).

Structure (XYZ):
```
13
C4H7NO, DFT ωB97M-V/def2-TZVPD
O -1.03 1.46 0.88
C -0.29 0.48 0.24
C 1.17 0.08 0.44
N 0.68 -1.07 -0.40
C -0.62 -1.00 0.36
C -0.17 0.39 -1.29
H -0.74 2.32 0.56
H 1.94 0.71 -0.03
H 1.47 -0.27 1.43
H -1.47 -1.39 -0.20
H -0.51 -1.51 1.33
H 0.71 -0.28 -1.59
H -1.13 0.08 -1.73
```

Values from the calculation:
ΔE to the lowest compared entry with this formula, charge and spin, eV: 6.542

These are the natural (NBO) partial charges, in e, on atoms 1 to 4: -0.69 0.18 -0.28 -0.32



# 3
Entry from the OMol25 dataset: a 2-piece molecular cluster, C5H14OS2 overall at a distorted geometry (ωB97M-V/def2-TZVPD).

Structure (XYZ):
```
22
C5H14OS2, DFT ωB97M-V/def2-TZVPD
C 2.59 -3.06 -1.73
C 1.60 -2.18 -2.49
C 0.87 -1.15 -1.60
S 1.95 0.15 -0.95
C 0.86 1.42 -0.51
S -0.20 0.84 0.83
C -1.48 2.07 0.83
H 2.99 -3.85 -2.38
H 2.06 -3.53 -0.88
H 3.44 -2.47 -1.33
H 2.10 -1.71 -3.36
H 0.81 -2.85 -2.87
H 0.08 -0.67 -2.22
H 0.36 -1.71 -0.79
H 1.36 2.33 -0.13
H 0.18 1.73 -1.32
H -2.08 1.90 1.74
H -2.11 1.89 -0.05
H -1.14 3.12 0.82
O -4.53 2.92 6.13
H -4.70 2.30 6.88
H -5.03 2.54 5.37
```

Values from the calculation:
SMILES: CCCSCSC.O
ΔE to the lowest compared entry with this formula, charge and spin, eV: 0.724

These are the natural (NBO) partial charges, in e, on atoms 1 to 4: -0.61 -0.40 -0.53 0.24



# 4
Entry from the OMol25 dataset: a single C2H6OSi2 molecule at a distorted geometry (ωB97M-V/def2-TZVPD).

Structure (XYZ):
```
11
C2H6OSi2, DFT ωB97M-V/def2-TZVPD
C -2.79 1.15 0.02
C -1.97 0.25 0.04
O 0.75 -0.40 0.30
Si 2.16 0.30 0.03
Si -0.82 -1.21 0.02
H -3.46 1.95 -0.13
H 3.06 -0.23 0.93
H 2.84 0.29 -1.39
H 1.76 1.77 0.41
H -0.88 -2.16 1.08
H -0.64 -1.71 -1.30
```

Values from the calculation:
ΔE to the lowest compared entry with this formula, charge and spin, eV: 0.000
⟨S²⟩: 2.004
2S+1: 3

These are the natural (NBO) partial charges, in e, on atoms 1 to 4: -0.14 -0.30 -1.29 1.28



# 5
Entry from the OMol25 dataset: a 3-piece molecular cluster, C5H15N2O2 overall at a distorted geometry (ωB97M-V/def2-TZVPD).

Structure (XYZ):
```
24
C5H15N2O2, DFT ωB97M-V/def2-TZVPD
C 2.35 -1.44 -0.98
C 4.10 -0.68 0.61
C -4.19 -2.78 1.01
C -4.01 -0.85 -0.45
C 2.22 0.69 0.19
N 2.71 -0.47 0.03
N -4.06 -2.26 -0.35
O 1.47 1.57 0.14
O 4.07 2.41 0.20
H 2.90 -1.46 -1.87
H 2.55 -2.35 -0.54
H 1.21 -1.43 -1.20
H 4.25 0.17 1.21
H 4.13 -1.59 1.25
H 4.90 -0.75 -0.12
H -5.17 -3.17 1.19
H -3.41 -3.64 1.14
H -3.79 -1.99 1.70
H -2.91 -0.57 -0.17
H -4.26 -0.56 -1.46
H -4.67 -0.32 0.21
H 4.53 2.70 -0.65
H -4.82 -2.55 -0.92
H 3.49 3.24 0.50
```

Values from the calculation:
ΔE to the lowest compared entry with this formula, charge and spin, eV: 4.814
Charge: +1

These are the natural (NBO) partial charges, in e, on atoms 1 to 4: -0.40 -0.40 -0.42 -0.39



# 6
Entry from the OMol25 dataset: C4H7F3OS as an isolated structure at a distorted geometry (ωB97M-V/def2-TZVPD).

Structure (XYZ):
```
16
C4H7F3OS, DFT ωB97M-V/def2-TZVPD
C -1.02 1.01 -0.29
C -1.44 2.04 0.73
C 0.22 -2.29 0.53
C 1.39 -0.24 -1.22
O 1.02 0.54 1.29
F 1.56 0.86 -1.89
F 1.04 -1.17 -2.12
F 2.55 -0.76 -0.66
S 0.18 -0.02 0.24
H -1.70 0.52 -1.04
H -0.72 2.55 1.32
H -2.13 1.73 1.46
H -1.72 2.80 0.12
H 1.33 -2.53 0.62
H -0.34 -2.35 1.38
H -0.23 -2.71 -0.45
```

Values from the calculation:
ΔE to the lowest compared entry with this formula, charge and spin, eV: 3.256

These are the natural (NBO) partial charges, in e, on atoms 1 to 4: -0.70 -0.64 -0.68 0.77